#1
12
Properties=species:S:1:pos:R:3 method="wB97M-V/def2-TZVPD" total_charge=+2 orbital_gap_ev="5.51 / 7.05" mol_weight_g_mol=82.11 e_lumo_ev="-13.90 / -13.32" multiplicity=1
C -0.337 -1.536 -0.928
C 0.645 -0.674 -0.333
C -0.780 0.988 0.835
C 0.473 1.461 1.307
N -1.228 -1.201 -1.709
N 0.310 0.302 0.471
H -0.424 -2.540 -0.323
H 1.674 -0.816 -0.531
H -1.904 1.099 1.183
H 0.861 1.580 2.373
H 0.905 2.355 0.826
H -2.111 -1.747 -2.040

***

#2
12
Properties=species:S:1:pos:R:3 method="wB97M-V/def2-TZVPD" total_charge=+2 orbital_gap_ev=8.17 mol_weight_g_mol=82.11 e_lumo_ev=-13.43 multiplicity=1 smiles="C=[N+]1C=[N+]=CC1"
C 1.601 -0.684 0.101
N 0.295 -0.483 0.010
C -0.726 -1.385 -0.057
N -1.967 -0.845 0.015
C -1.942 0.441 0.126
C -0.594 0.923 -0.070
H 2.307 0.191 0.159
H 2.121 -1.638 -0.005
H -0.727 -2.363 -0.460
H -2.839 1.029 0.231
H -0.532 1.191 -1.129
H -0.448 1.654 0.695

***

#3
12
Properties=species:S:1:pos:R:3 method="wB97M-V/def2-TZVPD" total_charge=+2 orbital_gap_ev=8.69 mol_weight_g_mol=82.11 e_lumo_ev=-13.21 multiplicity=1 smiles="C=[N+]1C=[N+]=CC1"
C 1.739 -0.543 -0.011
N 0.499 -0.268 -0.058
C -0.628 -1.217 -0.033
N -1.738 -0.562 0.045
C -1.569 0.697 -0.018
C -0.020 1.049 0.036
H 2.605 0.169 0.181
H 1.894 -1.522 -0.089
H -0.525 -2.341 -0.017
H -2.485 1.380 -0.238
H -0.081 1.804 -0.844
H 0.308 1.354 1.048

***

The structure with the most favorable energy is #2; the runner-up is 0.127 eV above it.

***

#1
13
Properties=species:S:1:pos:R:3 method="wB97M-V/def2-TZVPD" total_charge=-1 orbital_gap_ev=6.78 mol_weight_g_mol=74.10 e_lumo_ev=4.46 multiplicity=1
C -0.224 0.443 -0.667
O -1.682 0.582 -0.857
C 1.129 0.123 0.490
C -0.229 -0.090 0.900
N 2.012 -0.863 0.207
H 0.137 -0.110 -1.539
H 0.042 1.474 -0.866
H 1.425 1.184 0.581
H -4.266 -1.053 -0.240
H -0.710 0.504 1.663
H -0.582 -1.100 0.738
H -3.658 -1.480 -0.163
H 2.712 -0.830 0.943

***

#2
13
Properties=species:S:1:pos:R:3 method="wB97M-V/def2-TZVPD" total_charge=-1 orbital_gap_ev=6.63 mol_weight_g_mol=74.10 e_lumo_ev=4.53 multiplicity=1
C -1.574 1.248 0.691
O -0.492 1.883 0.058
H -1.697 1.821 1.619
H -2.528 1.389 0.137
H -1.550 0.155 0.695
C 0.031 -2.076 0.141
C 1.033 -1.355 -0.504
N 1.317 -0.040 -0.505
H -0.333 -1.779 1.113
H -0.437 -2.848 -0.452
H 1.613 -1.875 -1.288
H 2.296 0.102 -0.736
H 0.302 1.237 -0.062

***

#3
13
Properties=species:S:1:pos:R:3 method="wB97M-V/def2-TZVPD" total_charge=-1 orbital_gap_ev=5.68 mol_weight_g_mol=74.10 e_lumo_ev=4.02 multiplicity=1
C -0.156 -2.454 1.229
O -0.968 -1.384 1.734
H -0.532 -2.918 0.313
H -0.111 -3.246 1.989
H 0.844 -2.004 1.187
C 0.411 2.612 -1.562
C -0.157 1.491 -0.865
N 0.518 0.439 -0.423
H 1.389 2.987 -1.270
H -0.372 3.349 -1.757
H -1.223 1.328 -1.035
H 1.493 0.734 -0.434
H -1.136 -0.933 0.894

***

#4
13
Properties=species:S:1:pos:R:3 method="wB97M-V/def2-TZVPD" total_charge=-1 orbital_gap_ev=7.21 mol_weight_g_mol=74.10 e_lumo_ev=4.64 multiplicity=1
C -0.307 -0.267 -0.898
O 0.857 0.177 -1.518
C -1.179 0.273 0.586
C 0.135 -0.275 0.727
N -2.379 -0.260 0.823
H -0.486 -1.358 -1.058
H -1.097 0.178 -1.507
H -1.221 1.348 0.517
H 3.253 1.161 -0.081
H 0.999 0.364 0.788
H 0.227 -1.229 1.235
H 3.526 1.102 -0.786
H -2.330 -1.213 1.174

***

The structure with the most favorable energy is #2; the runner-up is 0.175 eV above it.

***

#1
14
Properties=species:S:1:pos:R:3 method="wB97M-V/def2-TZVPD" total_charge=+1 orbital_gap_ev=10.90 mol_weight_g_mol=139.02 e_lumo_ev=-3.72 multiplicity=1 smiles=C[C@H](Br)C[NH3+]
C 1.521 0.631 0.244
C 0.739 -0.597 -0.213
Br 0.544 -0.691 -2.147
C -0.646 -0.682 0.385
N -1.543 0.383 -0.175
H 2.220 0.981 -0.502
H 0.855 1.455 0.497
H 2.060 0.387 1.153
H 1.261 -1.496 0.092
H -1.096 -1.636 0.132
H -0.612 -0.603 1.467
H -1.102 1.305 -0.181
H -2.401 0.434 0.380
H -1.799 0.128 -1.133

***

#2
14
Properties=species:S:1:pos:R:3 method="wB97M-V/def2-TZVPD" total_charge=+1 orbital_gap_ev=9.69 mol_weight_g_mol=139.02 e_lumo_ev=-4.76 multiplicity=1
C -1.905 -0.579 1.032
C -0.163 -1.165 -0.461
C 2.167 1.373 -0.790
N -1.144 -0.439 -0.141
Br 1.732 0.309 0.801
H -2.534 0.377 1.255
H -2.475 -1.479 1.000
H -1.265 -0.581 1.925
H 1.397 0.926 -1.453
H 0.471 -0.870 -1.203
H -0.002 -2.033 0.246
H 1.884 2.460 -0.513
H 3.180 1.334 -1.004
H -1.344 0.366 -0.692

***

The structure with the most favorable energy is #1; the runner-up is 1.867 eV above it.

***

#1
14
Properties=species:S:1:pos:R:3 method="wB97M-V/def2-TZVPD" orbital_gap_ev=9.83 mol_weight_g_mol=144.01 e_lumo_ev=1.08 multiplicity=1 smiles=FC[C@H](P)[PH]#[PH2]
F -1.555 1.311 0.335
C -1.158 0.706 -0.779
C -0.361 -0.628 -0.373
P -1.492 -1.888 0.468
P 1.089 -0.383 0.862
P 2.279 0.806 -0.460
H -0.693 1.558 -1.319
H -2.048 0.532 -1.383
H 0.126 -1.000 -1.365
H -0.876 -2.187 1.668
H -2.254 -0.989 1.115
H 0.560 0.678 1.507
H 3.089 1.567 0.313
H 3.293 -0.083 -0.588

***

#2
14
Properties=species:S:1:pos:R:3 method="wB97M-V/def2-TZVPD" orbital_gap_ev="7.56 / 7.39" mol_weight_g_mol=144.01 e_lumo_ev="-1.00 / -0.90" multiplicity=1
C 0.788 1.514 0.360
C 1.016 0.071 0.464
F -0.524 1.822 0.707
P 2.002 -0.914 -0.751
P -1.588 -0.492 -0.721
P -1.731 -1.279 1.162
H 1.438 2.115 1.105
H 0.950 2.016 -0.606
H 1.019 -0.397 1.487
H 0.893 -1.837 -1.057
H 1.500 -0.180 -1.907
H -2.893 -0.987 -0.981
H -2.308 0.541 -0.290
H -0.565 -1.994 1.029

***

The structure with the most favorable energy is #1; the runner-up is 2.783 eV above it.

***

#1
19
Properties=species:S:1:pos:R:3 method="wB97M-V/def2-TZVPD" total_charge=+1 orbital_gap_ev="8.28 / 3.33" mol_weight_g_mol=87.17 e_lumo_ev="-3.61 / -8.56" multiplicity=2
C 1.825 -2.139 -1.692
C 2.921 -1.302 -1.124
C 3.349 -0.153 -1.633
H 1.758 -2.122 -2.779
H 0.850 -1.779 -1.345
H 1.883 -3.160 -1.333
H 3.283 -1.585 -0.137
H 4.129 0.434 -1.177
H 2.849 0.311 -2.472
C -1.948 1.225 2.569
N -1.965 1.639 1.187
C -2.836 0.986 0.259
H -2.972 1.076 2.900
H -1.577 2.067 3.160
H -1.359 0.317 2.743
H -1.006 1.695 0.833
H -3.809 0.931 0.737
H -2.863 1.580 -0.657
H -2.511 -0.022 -0.041

***

#2
19
Properties=species:S:1:pos:R:3 method="wB97M-V/def2-TZVPD" total_charge=+1 orbital_gap_ev="13.40 / 8.84" mol_weight_g_mol=87.17 e_lumo_ev="-2.68 / -7.73" multiplicity=2
C -1.134 -1.648 0.517
N -0.345 -0.418 0.905
C -1.116 0.871 0.937
C 0.459 -0.355 -1.599
C 0.786 -0.197 -0.075
C 1.556 1.164 0.156
H -0.863 -1.897 -0.486
H -0.996 -2.345 1.319
H -2.233 -1.372 0.407
H -0.663 1.602 1.586
H -2.115 0.562 1.246
H -1.109 1.363 -0.027
H 1.259 0.154 -2.118
H -0.343 0.328 -1.950
H 0.099 -1.363 -1.776
H 1.481 -1.041 0.153
H 1.131 1.797 0.934
H 2.532 0.883 0.509
H 1.614 1.911 -0.639

***

The structure with the most favorable energy is #2; the runner-up is 0.177 eV above it.

***

#1
19
Properties=species:S:1:pos:R:3 method="wB97M-V/def2-TZVPD" total_charge=+1 orbital_gap_ev="12.11 / 7.49" mol_weight_g_mol=87.17 e_lumo_ev="-3.17 / -7.80" multiplicity=2
C 2.578 0.327 -0.560
C 1.843 -0.075 0.726
C 0.448 0.560 0.828
C -0.582 -0.323 0.142
N -1.819 0.272 -0.154
C -2.899 -0.457 -0.802
H 3.110 1.263 -0.384
H 3.363 -0.392 -0.777
H 1.885 0.531 -1.378
H 2.407 0.203 1.609
H 1.684 -1.157 0.765
H 0.351 1.571 0.416
H 0.176 0.691 1.882
H -0.816 -1.230 0.742
H -0.117 -0.786 -0.748
H -2.139 0.921 0.574
H -3.697 -0.602 -0.075
H -2.521 -1.421 -1.136
H -3.256 0.104 -1.671

***

#2
19
Properties=species:S:1:pos:R:3 method="wB97M-V/def2-TZVPD" total_charge=+1 orbital_gap_ev="13.15 / 8.53" mol_weight_g_mol=87.17 e_lumo_ev="-2.81 / -7.44" multiplicity=2
C 0.575 -1.840 -0.643
N 0.391 -0.513 -0.049
C 1.745 0.059 -0.004
C -1.798 -0.044 0.818
C -0.770 0.417 -0.282
C -0.346 1.913 0.081
H 0.863 -1.710 -1.730
H -0.273 -2.525 -0.500
H 1.348 -2.412 -0.140
H 2.193 0.038 -1.035
H 2.333 -0.637 0.681
H 1.808 1.099 0.426
H -1.528 0.570 1.760
H -1.496 -1.034 1.121
H -2.758 0.081 0.524
H -1.248 0.453 -1.276
H -1.097 2.788 0.275
H 0.171 1.708 1.042
H 0.507 2.143 -0.631

***

The structure with the most favorable energy is #1; the runner-up is 1.232 eV above it.